13 unconnected molecules or ions with the total composition C54H138N12O4 in a non-equilibrium geometry, computed with wB97M-V/def2-TZVPD.

Cartesian coordinates (Å):
N  1.86  -7.60  8.48
H  1.11  -8.27  8.40
H  1.67  -6.98  7.70
H  2.67  -8.18  8.31
H  1.89  -7.21  9.41
N  1.96  6.79  1.51
H  1.64  7.16  2.39
H  1.43  5.94  1.38
H  2.96  6.64  1.48
H  1.68  7.46  0.81
N  -7.00  -5.27  2.09
H  -7.62  -5.41  1.30
H  -7.52  -4.64  2.69
H  -6.11  -5.01  1.70
H  -6.87  -6.20  2.47
N  -1.34  -9.02  2.66
H  -1.00  -9.37  3.54
H  -1.29  -8.02  2.51
H  -2.31  -9.21  2.86
H  -0.93  -9.53  1.89
C  1.21  -1.03  3.44
C  1.05  0.30  2.93
C  -0.14  0.50  1.83
O  -0.35  1.61  1.36
C  -0.88  -0.65  1.46
C  -0.60  -1.87  1.96
C  0.44  -2.07  3.07
O  0.74  -3.18  3.67
O  -1.28  -2.88  1.52
O  1.74  1.29  3.26
H  2.03  -1.08  4.15
H  -1.60  -0.49  0.67
C  -12.32  -5.60  -2.35
C  -11.15  -5.51  -1.44
N  -10.11  -6.57  -1.48
C  -10.65  -7.90  -1.26
C  -11.14  -8.10  0.13
C  -9.36  -6.48  -2.73
C  -8.03  -7.24  -2.68
H  -12.92  -6.52  -2.28
H  -12.14  -5.54  -3.42
H  -12.99  -4.76  -2.19
H  -10.69  -4.53  -1.54
H  -11.54  -5.41  -0.42
H  -11.42  -8.10  -2.00
H  -9.86  -8.64  -1.42
H  -11.33  -9.14  0.37
H  -10.34  -7.88  0.83
H  -11.93  -7.41  0.44
H  -9.00  -5.48  -2.98
H  -9.91  -6.83  -3.61
H  -8.19  -8.32  -2.71
H  -7.42  -6.94  -1.83
H  -7.44  -7.13  -3.58
C  -8.04  2.96  -2.16
C  -8.79  1.62  -1.81
N  -10.21  1.66  -2.06
C  -10.56  1.81  -3.46
C  -9.97  0.81  -4.41
C  -10.93  2.52  -1.13
C  -12.45  2.38  -1.28
H  -8.05  3.22  -3.22
H  -6.99  2.87  -1.90
H  -8.50  3.78  -1.62
H  -8.36  0.77  -2.34
H  -8.60  1.32  -0.78
H  -11.64  1.69  -3.51
H  -10.46  2.81  -3.88
H  -8.89  0.77  -4.39
H  -10.36  -0.18  -4.14
H  -10.29  1.01  -5.43
H  -10.72  3.58  -1.25
H  -10.72  2.23  -0.10
H  -12.89  3.02  -0.51
H  -12.88  1.39  -1.13
H  -12.85  2.74  -2.23
C  0.16  11.93  -0.24
C  -0.61  10.98  -1.21
N  0.29  10.05  -1.87
C  -0.51  9.06  -2.63
C  0.30  7.98  -3.35
C  1.30  10.69  -2.63
C  0.83  11.50  -3.81
H  -0.49  12.51  0.41
H  0.93  12.55  -0.71
H  0.70  11.26  0.44
H  -1.31  10.42  -0.60
H  -1.15  11.55  -1.98
H  -1.07  8.48  -1.89
H  -1.27  9.46  -3.30
H  0.65  8.26  -4.34
H  1.23  7.82  -2.80
H  -0.26  7.04  -3.38
H  1.98  9.90  -2.95
H  1.96  11.21  -1.93
H  0.17  10.92  -4.45
H  1.68  11.69  -4.46
H  0.30  12.42  -3.57
C  -2.34  9.03  7.69
C  -1.67  9.11  6.28
N  -0.93  7.89  5.89
C  -1.80  6.69  5.79
C  -2.92  6.81  4.74
C  0.15  7.60  6.91
C  1.29  8.68  7.01
H  -1.57  9.06  8.46
H  -2.94  8.12  7.79
H  -3.02  9.87  7.84
H  -2.44  9.35  5.54
H  -0.98  9.93  6.11
H  -2.20  6.43  6.77
H  -1.19  5.88  5.40
H  -3.67  7.54  5.02
H  -3.36  5.84  4.52
H  -2.51  7.14  3.79
H  -0.29  7.37  7.88
H  0.59  6.66  6.57
H  2.15  8.16  7.43
H  1.68  9.07  6.07
H  1.09  9.58  7.59
C  0.50  -10.19  -2.81
C  1.79  -10.68  -2.03
N  1.35  -11.43  -0.83
C  0.67  -12.71  -1.10
C  -0.15  -13.14  0.12
C  2.52  -11.71  0.04
C  3.16  -10.46  0.65
H  0.65  -9.47  -3.61
H  -0.16  -9.69  -2.10
H  -0.05  -11.01  -3.28
H  2.41  -11.36  -2.62
H  2.35  -9.82  -1.68
H  -0.06  -12.61  -1.90
H  1.32  -13.52  -1.40
H  0.40  -13.21  1.06
H  -0.94  -12.42  0.31
H  -0.65  -14.11  0.03
H  3.23  -12.27  -0.57
H  2.29  -12.46  0.81
H  2.40  -9.71  0.86
H  3.73  -9.95  -0.13
H  3.77  -10.70  1.52
C  11.59  -1.43  0.64
C  11.13  -2.84  0.20
N  11.44  -3.91  1.20
C  10.69  -3.83  2.51
C  9.15  -3.95  2.35
C  11.25  -5.13  0.44
C  11.76  -6.27  1.30
H  11.10  -1.11  1.56
H  11.40  -0.68  -0.12
H  12.65  -1.46  0.91
H  10.05  -2.85  0.02
H  11.62  -3.02  -0.76
H  11.10  -4.46  3.31
H  10.91  -2.82  2.86
H  8.90  -4.91  1.89
H  8.71  -3.99  3.34
H  8.68  -3.17  1.74
H  11.82  -5.08  -0.48
H  10.20  -5.30  0.18
H  11.89  -7.22  0.78
H  11.22  -6.49  2.22
H  12.75  -6.01  1.68
C  9.01  7.25  -1.21
C  7.51  7.41  -0.87
N  7.09  6.93  0.42
C  7.67  7.64  1.58
C  7.26  9.15  1.61
C  7.39  5.55  0.68
C  6.80  4.65  -0.45
H  9.36  6.23  -1.38
H  9.65  7.70  -0.46
H  9.29  7.91  -2.03
H  7.20  8.46  -0.89
H  6.89  6.98  -1.66
H  7.23  7.16  2.45
H  8.76  7.58  1.67
H  7.86  9.66  0.85
H  6.19  9.32  1.56
H  7.49  9.65  2.55
H  6.96  5.20  1.62
H  8.47  5.43  0.74
H  7.35  4.70  -1.38
H  5.73  4.77  -0.61
H  6.92  3.61  -0.16
C  3.75  -2.82  -3.78
C  2.65  -1.81  -3.94
N  2.64  -1.33  -5.28
C  1.31  -0.74  -5.54
C  0.16  -1.78  -5.67
C  3.59  -0.23  -5.51
C  3.93  -0.02  -6.98
H  3.58  -3.32  -2.82
H  4.77  -2.43  -3.88
H  3.67  -3.58  -4.56
H  1.76  -2.40  -3.75
H  2.67  -1.02  -3.19
H  1.30  -0.24  -6.52
H  0.95  -0.06  -4.77
H  -0.69  -1.28  -6.14
H  -0.17  -2.21  -4.72
H  0.52  -2.56  -6.33
H  3.23  0.76  -5.23
H  4.53  -0.31  -4.96
H  4.65  0.80  -7.04
H  4.35  -0.91  -7.45
H  3.05  0.33  -7.52

The net charge is +2. The maximum force is 4.57 eV/Å. As for the energy above the lowest of the compared OMol25 structures with the same formula, charge and spin: 14.013 eV. The value obtained for the LUMO energy is -5.5 eV. The value obtained for the HOMO energy is -0.26555 hartree.

---

C15H27N3O2 in the gas phase, computed with wB97M-V/def2-TZVPD.

Cartesian coordinates (Å):
N  2.89  -0.44  -5.80
C  2.28  0.21  -4.66
C  1.39  -0.79  -3.91
C  0.79  -0.18  -2.64
C  -0.09  -1.18  -1.90
C  -0.78  -0.58  -0.67
C  -1.66  -1.62  0.03
N  -0.81  -2.66  0.55
C  0.47  -2.44  0.94
O  1.22  -3.35  1.22
C  0.87  -0.97  1.08
O  1.73  -0.63  1.86
N  0.18  -0.10  0.31
C  0.47  1.32  0.43
C  -0.45  2.08  1.40
C  -1.88  2.26  0.89
C  -2.67  3.14  1.85
C  -2.70  2.52  3.25
C  -1.28  2.30  3.76
C  -0.48  1.44  2.79
H  2.17  -0.74  -6.46
H  3.51  0.19  -6.28
H  1.68  1.10  -4.92
H  3.08  0.54  -4.00
H  1.99  -1.66  -3.66
H  0.58  -1.11  -4.57
H  1.60  0.15  -1.99
H  0.19  0.70  -2.91
H  0.53  -2.03  -1.60
H  -0.86  -1.55  -2.58
H  -1.39  0.27  -0.99
H  -2.38  -2.05  -0.67
H  -2.23  -1.14  0.85
H  -1.12  -3.62  0.52
H  1.49  1.39  0.79
H  0.40  1.78  -0.56
H  0.00  3.08  1.50
H  -2.37  1.29  0.82
H  -1.87  2.71  -0.10
H  -3.69  3.26  1.48
H  -2.21  4.13  1.91
H  -3.21  1.55  3.20
H  -3.25  3.16  3.93
H  -1.30  1.82  4.74
H  -0.78  3.27  3.87
H  -0.94  0.45  2.72
H  0.54  1.30  3.15

The net charge is 0. The maximum force is 0.77 eV/Å. The SMILES is NCCCC[C@H]1CNC(=O)C(=O)N1CC1CCCCC1. As for the energy above the lowest of the compared OMol25 structures with the same formula, charge and spin: 0.082 eV. The value obtained for the LUMO energy is 0.6 eV. The value obtained for the HOMO energy is -0.34097 hartree.

---

A molecular structure, CH4HoO2 in a non-equilibrium geometry, computed with wB97M-V/def2-TZVPD.

Cartesian coordinates (Å):
H  3.19  -0.23  -1.29
O  0.41  0.74  -0.82
Ho  2.53  0.67  0.27
O  -0.81  0.32  -0.79
C  -1.24  -0.27  0.45
H  -2.23  -0.68  0.23
H  -0.54  -1.07  0.73
H  -1.31  0.52  1.21

The net charge is +2. The maximum force is 1.74 eV/Å. The value obtained for the LUMO energy (alpha / beta) is -11.2 / -12.4 eV. As for the multiplicity: 6. The value obtained for the HOMO energy (alpha / beta) is -0.75337 / -0.74512 hartree.